[1]
DFT (the ωB97M-V functional and the def2-TZVPD basis) results for a gas-phase ion, C9H17N2 (charge +1).

## Properties
Molecular weight: 153.2 g mol⁻¹
Energy above the lowest of the compared OMol25 structures with the same formula, charge and spin: 0.503 eV
LUMO level (spin up / spin down): -3.22 / -5.99 eV
Charge: +1
Multiplicity: 3
Highest occupied orbital energy (spin up / spin down): -9.598 / -13.712 eV
⟨S²⟩: 2.008

CARTESIAN COORDINATES (ANGSTROEM)
C -1.43 -1.56 -1.56
C -1.28 -0.71 -0.42
C -0.41 -2.06 -2.32
C 1.26 -1.61 -0.86
C -0.46 0.34 -0.29
C 0.11 0.98 -1.53
C -1.60 1.79 1.47
C -0.08 -0.08 2.11
C -0.37 1.00 1.06
N 0.91 -1.69 -2.03
N 2.61 -1.02 -0.81
H -2.44 -2.02 -1.75
H -1.85 -1.21 0.33
H -0.47 -2.87 -3.06
H 0.90 -1.98 0.19
H 1.22 1.00 -1.44
H -0.14 2.09 -1.72
H -0.21 0.35 -2.34
H -1.24 2.30 2.31
H -2.47 1.15 1.77
H -1.76 2.56 0.76
H -0.15 0.43 3.21
H 0.94 -0.39 2.23
H -0.69 -0.92 1.93
H 0.41 1.79 1.05
H 3.14 -1.51 -0.09
H 2.52 0.01 -0.65
H 3.25 -1.22 -1.75



[2]
DFT (the ωB97M-V functional and the def2-TZVPD basis) results for a gas-phase ion, C9H17N2O (charge +1).

## Properties
Molecular weight: 169.2 g mol⁻¹
Energy above the lowest of the compared OMol25 structures with the same formula, charge and spin: 4.352 eV
LUMO level: -3.02 eV
Charge: +1
Multiplicity: 1
Highest occupied orbital energy: -12.081 eV

CARTESIAN COORDINATES (ANGSTROEM)
C 2.03 -0.63 0.90
C -0.44 1.30 1.51
C -0.18 2.24 0.35
C 0.82 -2.82 0.61
C -0.39 -2.12 -0.09
C -0.11 0.20 0.53
C -0.28 1.09 -0.67
C 0.75 1.14 -1.83
C -1.66 1.21 -1.26
N 2.03 -1.94 0.75
N -0.99 -0.94 0.63
O 2.71 0.33 1.14
H 0.33 1.49 2.27
H -1.42 1.20 2.01
H -0.86 3.16 0.20
H 0.85 2.64 0.39
H 0.38 -3.02 1.63
H 1.13 -3.57 -0.16
H -0.25 -1.74 -1.14
H -1.04 -3.07 -0.21
H 0.63 2.17 -2.30
H 0.58 0.49 -2.75
H 1.74 1.11 -1.49
H -2.02 0.33 -1.65
H -1.58 1.95 -1.99
H -2.18 1.63 -0.39
H 2.69 -2.40 1.40
H -1.84 -0.44 0.06
H -1.43 -0.99 1.56



[3]
DFT (the ωB97M-V functional and the def2-TZVPD basis) results for a molecular structure, C9H17N2O2.

## Properties
Molecular weight: 185.2 g mol⁻¹
Energy above the lowest of the compared OMol25 structures with the same formula, charge and spin: 3.921 eV
LUMO level: -3.17 eV
Charge: +1
Multiplicity: 1
Highest occupied orbital energy: -10.997 eV

CARTESIAN COORDINATES (ANGSTROEM)
C -2.07 1.16 -0.02
C -2.41 -1.81 1.26
C -1.24 -0.83 1.54
C 1.01 0.79 0.74
C 0.58 0.30 -1.53
C 2.52 0.92 0.50
C 2.06 0.56 -1.87
C -2.06 -2.40 -0.06
C -0.97 -0.44 0.10
N 0.35 -0.14 -0.18
N 2.68 1.52 -0.83
O -1.64 2.25 -0.28
O -1.50 -1.27 -0.79
H -3.10 1.03 0.09
H -2.63 -2.59 2.14
H -3.28 -1.26 1.21
H -1.71 -0.05 2.27
H -0.30 -1.19 2.03
H 0.89 0.62 1.87
H 0.38 1.84 0.78
H -0.03 1.31 -1.69
H 0.22 -0.47 -2.14
H 3.01 1.57 1.42
H 2.95 0.00 0.66
H 2.53 -0.37 -1.78
H 2.20 1.09 -2.81
H -1.38 -3.28 -0.04
H -2.82 -2.93 -0.62
H 2.10 2.42 -0.83
H 3.67 1.66 -1.14



[4]
DFT (the ωB97M-V functional and the def2-TZVPD basis) results for a gas-phase ion, C9H17N2O6S (charge +1).

## Properties
Molecular weight: 281.3 g mol⁻¹
LUMO level: -3.11 eV
Charge: +1
Multiplicity: 1
Highest occupied orbital energy: -12.546 eV

CARTESIAN COORDINATES (ANGSTROEM)
O -4.67 0.92 3.58
O -0.10 -0.73 3.39
O 1.96 -1.72 -4.70
O 1.56 1.37 -0.53
O -4.51 0.25 5.75
O 0.86 -3.45 -3.51
C -4.11 0.28 4.45
C -0.50 0.44 3.34
C 1.54 -2.22 -3.62
N -1.75 0.74 3.77
S 1.10 0.38 0.45
C -2.74 -0.25 4.20
C 0.48 1.68 2.96
C 1.59 1.16 2.09
C 2.36 -0.86 0.13
C 2.01 -1.84 -1.04
C 1.59 -1.26 -2.37
N 2.47 -0.12 -2.67
H -5.27 0.75 5.82
H 0.99 -3.91 -4.33
H -1.97 1.72 3.88
H -2.86 -0.89 3.23
H -2.46 -0.81 5.05
H -0.15 2.42 2.44
H 0.70 2.26 3.93
H 2.08 0.34 2.63
H 2.42 1.82 1.96
H 3.34 -0.35 -0.11
H 2.52 -1.44 1.08
H 2.85 -2.49 -1.22
H 1.24 -2.45 -0.68
H 0.57 -0.78 -2.39
H 2.34 0.60 -1.96
H 2.21 0.26 -3.57
H 3.46 -0.37 -2.60